Formula: C32H41N8O2PdS
Source: OMol25
Level of theory: the ωB97M-V functional and the def2-TZVPD basis

```
85
Properties=species:S:1:pos:R:3:forces:R:3
Pd -0.677 0.513 -0.412 0.0 0.0 0.1
C 3.364 1.607 -0.399 0.2 -0.1 0.0
N 2.484 0.872 -1.291 0.0 -0.1 0.0
C 1.901 1.680 -2.348 -0.1 0.0 0.0
C 1.988 -0.343 -0.997 0.0 0.2 0.0
N 0.736 -0.638 -1.395 0.4 -0.4 0.2
C 0.525 -1.956 -1.850 -0.1 0.1 -0.1
C 1.510 -2.577 -2.585 0.0 0.0 0.1
C 1.443 -3.949 -2.886 0.0 0.0 0.0
C 0.394 -4.696 -2.443 -0.1 0.0 0.0
C -0.693 -4.072 -1.782 0.0 -0.1 0.0
C -1.810 -4.838 -1.356 0.1 0.0 0.0
C -2.884 -4.240 -0.768 0.0 0.1 0.0
C -2.930 -2.836 -0.660 0.1 -0.1 -0.1
C -1.884 -2.066 -1.104 0.0 0.0 0.0
N -2.049 -0.667 -1.185 -0.4 0.1 -0.5
C -3.166 -0.163 -1.692 0.0 0.2 0.2
N -3.602 1.029 -1.195 -0.2 -0.3 0.0
C -3.688 1.254 0.248 0.2 0.1 0.0
C -4.351 1.967 -2.010 0.0 0.1 0.0
N -3.835 -0.743 -2.705 0.1 0.2 0.0
C -5.285 -0.713 -2.791 -0.1 0.0 0.0
C -3.163 -1.620 -3.649 0.1 0.0 0.0
C -0.678 -2.673 -1.565 0.0 0.0 0.1
N 2.773 -1.191 -0.284 -0.1 0.0 -0.2
C 4.192 -1.330 -0.572 0.0 0.0 0.0
C 2.209 -2.312 0.451 -0.1 0.0 0.1
H 2.829 2.476 -0.014 0.0 0.0 0.0
H 4.253 1.940 -0.936 0.0 0.0 0.0
H 3.665 0.986 0.438 0.0 0.1 0.0
H 2.706 2.218 -2.851 0.0 0.0 0.0
H 1.186 2.401 -1.940 0.0 0.0 0.0
H 1.386 1.039 -3.059 0.0 0.0 0.0
H 2.381 -2.010 -2.886 0.0 0.0 0.0
H 2.248 -4.409 -3.442 0.0 0.0 0.0
H 0.348 -5.762 -2.619 0.0 0.0 0.0
H -1.781 -5.908 -1.504 0.0 -0.1 0.0
H -3.718 -4.828 -0.416 0.0 0.0 0.0
H -3.814 -2.353 -0.266 0.0 0.0 0.0
H -3.082 0.524 0.788 -0.1 0.0 0.0
H -4.726 1.168 0.582 0.0 0.0 0.0
H -3.326 2.253 0.496 0.0 -0.1 0.0
H -4.161 1.777 -3.063 0.0 0.0 0.0
H -4.017 2.976 -1.767 0.0 0.0 0.0
H -5.428 1.918 -1.824 0.0 0.0 0.0
H -5.704 -0.261 -1.896 0.0 0.0 0.0
H -5.652 -1.740 -2.858 0.0 0.0 0.0
H -5.625 -0.161 -3.669 0.0 0.0 0.0
H -2.101 -1.382 -3.678 0.0 0.0 0.0
H -3.590 -1.447 -4.637 0.0 0.0 0.0
H -3.285 -2.671 -3.379 0.0 0.0 0.0
H 4.528 -0.544 -1.240 0.0 0.0 0.0
H 4.364 -2.298 -1.052 0.0 0.0 0.0
H 4.779 -1.290 0.347 0.0 0.0 0.0
H 1.186 -2.092 0.742 0.1 0.0 0.0
H 2.804 -2.453 1.355 0.0 0.0 0.0
H 2.242 -3.233 -0.135 0.0 0.0 0.0
C 4.697 0.821 6.177 0.0 0.0 0.0
C 3.541 0.786 5.222 0.0 0.0 0.0
C 2.284 1.236 5.606 0.0 0.0 -0.1
C 1.219 1.234 4.716 0.1 0.0 0.0
C 1.417 0.767 3.427 0.0 0.1 0.1
C 2.662 0.308 3.021 0.0 -0.1 0.0
C 3.712 0.320 3.917 0.0 0.0 0.0
S 0.055 0.722 2.323 0.1 0.0 -0.2
O -1.054 1.372 2.972 0.0 0.0 -0.1
O -0.130 -0.640 1.861 0.1 0.0 0.4
N 0.516 1.527 0.941 -0.3 0.3 0.4
C -0.046 2.819 0.835 -0.1 -0.1 -0.4
C 0.026 3.840 1.780 0.2 0.0 0.0
C -0.595 5.037 1.494 0.0 0.0 -0.1
C -1.277 5.195 0.286 0.1 -0.1 0.0
C -1.313 4.127 -0.584 0.1 0.1 0.0
N -0.716 2.961 -0.318 -0.2 -0.1 0.4
H 4.360 0.742 7.208 0.0 0.0 0.0
H 5.243 1.761 6.077 0.0 0.0 0.0
H 5.398 0.011 5.982 0.0 0.0 0.0
H 2.132 1.588 6.617 0.0 0.0 0.0
H 0.243 1.583 5.018 -0.1 0.0 0.0
H 2.802 -0.064 2.015 -0.1 0.0 0.0
H 4.684 -0.042 3.609 0.1 0.0 0.0
H 0.557 3.691 2.708 0.0 0.0 0.0
H -0.548 5.850 2.204 0.0 0.0 0.0
H -1.766 6.123 0.031 0.0 0.0 0.0
H -1.822 4.193 -1.538 0.0 0.0 0.0
```
Positions in Å, forces in eV/Å.

The orbital gap comes out at 6.6 eV. Its charge is +1. The value obtained for the electronic energy is -2358.3837 hartree. The calculation puts the HOMO energy at -9.881 eV.

=====

Formula: C32H41NNiO7STe
Source: OMol25
Level of theory: the ωB97M-V functional and the def2-TZVPD basis

```
84
Properties=species:S:1:pos:R:3:forces:R:3
Ni 0.187 2.041 -0.622 0.0 -0.4 0.8
O -3.714 1.357 0.371 -0.5 -0.3 0.4
C -2.720 1.829 -0.160 -0.4 1.0 -0.4
O -1.658 1.205 -0.445 0.6 0.1 -0.1
C -2.805 3.303 -0.680 -0.1 -0.9 0.1
C -2.227 3.357 -2.107 -1.0 -0.2 -0.4
C -2.801 4.596 -2.815 0.1 -0.2 -0.1
C -1.991 5.712 -2.131 0.2 0.0 0.1
C -1.113 4.890 -1.167 -0.2 1.0 0.4
O -0.861 3.702 -1.906 0.4 -0.2 -0.2
C -1.958 4.395 0.017 0.7 -0.1 0.6
C -0.989 3.958 1.183 -1.0 0.8 -0.6
O -1.311 4.272 2.318 -0.1 0.0 0.5
O 0.106 3.437 0.824 1.0 -0.5 -0.3
H -3.866 3.563 -0.655 0.1 0.0 -0.1
H -2.295 2.424 -2.664 0.0 0.0 0.1
H -3.873 4.680 -2.645 0.0 0.0 -0.1
H -2.617 4.561 -3.891 0.0 0.0 0.0
H -2.608 6.429 -1.592 0.0 0.0 0.0
H -1.374 6.259 -2.847 0.0 0.0 0.0
H -0.179 5.370 -0.875 0.0 -0.1 0.0
H -2.599 5.174 0.435 0.1 0.0 -0.1
O 1.428 1.873 -2.311 -0.5 -0.7 0.5
S 2.239 2.468 -3.385 1.1 1.0 -0.1
C 4.018 2.253 -2.877 -0.3 0.2 -0.2
C 4.474 3.557 -2.251 0.1 0.2 0.0
C 3.780 4.665 -3.036 0.1 0.0 0.1
C 2.313 4.285 -3.014 0.0 -0.3 -0.4
H 4.582 2.016 -3.778 0.0 0.0 -0.1
H 4.043 1.411 -2.190 -0.1 -0.2 0.0
H 5.559 3.657 -2.269 0.0 0.0 0.0
H 4.141 3.603 -1.212 0.1 0.0 0.0
H 4.150 4.693 -4.067 0.0 0.0 0.1
H 3.947 5.645 -2.588 0.0 0.0 0.0
H 1.704 4.815 -3.740 -0.1 0.0 0.0
H 1.864 4.385 -2.024 0.0 -0.1 0.0
C 3.295 1.019 0.711 -0.4 0.1 0.0
C 2.187 0.037 0.328 1.3 -1.2 0.2
O 2.455 -1.189 0.218 1.3 0.3 0.0
N 0.986 0.486 0.199 -1.5 0.5 -1.2
Te -0.287 -1.394 -0.015 -1.6 -0.8 0.7
C -0.944 -3.568 -0.327 0.6 0.3 -0.4
C -2.112 -4.027 0.279 0.0 0.4 0.2
C -2.840 -3.175 1.272 -0.1 0.0 0.1
C -2.620 -5.279 -0.051 0.1 -0.1 -0.1
C -1.995 -6.093 -0.980 0.0 0.0 0.0
C -2.553 -7.438 -1.354 0.0 0.1 0.0
C -0.839 -5.623 -1.588 -0.1 0.0 0.0
C -0.327 -4.369 -1.287 0.2 0.1 0.0
C 0.880 -3.860 -2.017 0.0 -0.1 0.0
C 0.093 -1.797 2.048 0.0 0.2 0.0
C 0.858 -2.872 2.501 0.0 0.0 -0.2
C 1.519 -3.840 1.574 0.0 -0.1 -0.1
C 1.037 -3.049 3.868 -0.1 0.1 0.1
C 0.491 -2.179 4.794 0.0 0.0 -0.1
C 0.652 -2.405 6.270 0.0 0.0 0.0
C -0.230 -1.091 4.322 0.1 -0.2 0.1
C -0.444 -0.888 2.966 0.0 0.0 0.1
C -1.230 0.295 2.518 -0.1 0.3 0.0
H 4.256 0.681 0.324 -0.1 -0.1 0.0
H 3.347 1.063 1.797 0.0 0.0 0.1
H 3.040 2.013 0.346 0.1 0.1 0.0
H -2.915 -2.152 0.902 -0.1 0.1 0.1
H -2.297 -3.151 2.217 0.0 0.1 0.1
H -3.843 -3.562 1.455 0.0 0.0 0.0
H -3.535 -5.618 0.420 -0.1 0.0 0.1
H -3.482 -7.637 -0.823 0.0 0.0 0.0
H -1.843 -8.231 -1.116 0.0 -0.1 0.0
H -2.753 -7.484 -2.425 0.0 -0.1 0.0
H -0.339 -6.245 -2.321 0.1 0.0 -0.1
H 1.369 -4.659 -2.572 0.1 0.0 -0.1
H 1.586 -3.414 -1.319 0.1 0.0 -0.1
H 0.579 -3.078 -2.717 0.1 0.0 -0.1
H 1.869 -3.295 0.704 0.1 -0.1 -0.1
H 0.819 -4.614 1.257 0.0 -0.1 -0.1
H 2.370 -4.316 2.058 0.0 0.0 0.0
H 1.623 -3.893 4.208 0.1 -0.1 0.0
H 1.248 -3.294 6.469 0.0 0.0 0.0
H -0.324 -2.538 6.740 0.0 0.0 0.1
H 1.133 -1.549 6.741 0.0 0.0 0.1
H -0.641 -0.383 5.028 -0.1 0.1 0.1
H -1.647 0.836 3.365 0.0 0.0 0.0
H -2.043 0.005 1.849 0.0 0.1 0.0
H -0.586 0.977 1.957 -0.2 0.0 0.1
```
Positions in Å, forces in eV/Å.

The value obtained for the energy above the lowest of the compared OMol25 structures with the same formula, charge and spin is 158.2 kJ/mol. The orbital gap (alpha / beta) comes out at 5.3 / 4.5 eV. The multiplicity is 2. Its charge is -1. The value obtained for the electronic energy is -3999.9145 hartree. The calculation puts the HOMO energy (alpha / beta) at -3.865 / -3.190 eV.

=====

Formula: C32H42AsCl3N7OPbSSi3
Source: OMol25
Level of theory: the ωB97M-V functional and the def2-TZVPD basis

```
91
Properties=species:S:1:pos:R:3:forces:R:3
Pb -0.365 0.533 0.532 0.0 0.4 0.4
S 0.081 -0.457 2.890 0.1 0.0 -0.1
C -0.976 -1.836 2.709 0.1 0.1 0.1
N -1.047 -2.665 3.738 0.0 -0.1 -0.1
N -1.859 -3.673 3.795 0.1 -0.2 0.4
C -3.023 -4.010 3.044 -0.1 -0.2 0.0
C -3.981 -3.057 2.719 -0.1 0.0 0.1
C -5.110 -3.447 2.027 0.0 0.0 0.0
C -5.297 -4.781 1.673 0.1 0.0 0.0
C -4.355 -5.729 2.036 -0.1 0.0 -0.1
C -3.213 -5.345 2.727 0.0 0.1 0.0
N -1.644 -2.175 1.595 0.1 0.0 -0.4
N -1.582 -1.492 0.534 0.1 0.0 0.1
C -2.301 -2.053 -0.563 -0.1 0.0 -0.1
C -2.645 -3.402 -0.591 0.1 0.0 0.0
C -3.365 -3.893 -1.664 0.0 0.0 -0.1
C -3.751 -3.055 -2.704 0.0 0.0 0.0
C -3.420 -1.709 -2.660 0.0 0.0 0.0
C -2.697 -1.209 -1.590 -0.1 0.0 0.1
H -1.652 -4.280 4.581 -0.1 0.2 -0.1
H -3.839 -2.021 2.999 0.0 0.0 0.0
H -5.853 -2.708 1.764 0.0 0.0 0.0
H -6.181 -5.078 1.130 -0.1 0.0 0.0
H -4.500 -6.768 1.780 0.0 0.0 0.0
H -2.464 -6.076 3.001 0.0 0.0 0.0
H -2.350 -4.049 0.222 0.0 0.0 0.0
H -3.628 -4.941 -1.689 0.0 0.0 0.0
H -4.312 -3.450 -3.537 0.0 0.0 0.0
H -3.734 -1.042 -3.452 0.0 0.0 0.0
H -2.469 -0.156 -1.536 0.0 0.0 0.0
C -4.735 9.648 -5.801 0.0 0.0 0.0
C -4.169 8.258 -5.761 0.0 0.0 0.0
C -3.475 7.786 -4.656 0.0 0.0 0.0
C -2.938 6.506 -4.609 0.0 0.0 0.0
C -3.096 5.666 -5.701 0.0 0.0 0.0
N -2.594 4.342 -5.760 0.0 -0.1 -0.2
C -1.909 3.669 -4.799 0.0 0.0 0.1
O -1.644 4.103 -3.696 0.0 0.0 0.2
N -1.525 2.392 -5.193 -0.1 -0.1 -0.2
C -0.896 1.442 -4.390 0.0 0.0 0.0
C -0.316 0.342 -5.021 0.0 0.0 0.1
C 0.294 -0.638 -4.268 0.0 0.0 0.0
C 0.306 -0.500 -2.892 0.0 -0.1 0.0
N -0.253 0.537 -2.278 -0.1 -0.1 0.1
C -0.839 1.495 -2.992 0.0 0.0 -0.2
C -3.787 6.122 -6.821 0.0 0.0 0.0
C -4.315 7.398 -6.846 0.0 0.0 0.0
H -4.603 10.154 -4.847 0.0 0.0 0.0
H -5.800 9.632 -6.031 0.0 0.0 0.0
H -4.244 10.246 -6.568 0.0 0.0 0.0
H -3.345 8.433 -3.798 0.0 0.0 0.0
H -2.401 6.174 -3.738 0.0 0.0 0.0
H -2.810 3.852 -6.615 0.0 0.0 0.1
H -1.583 2.158 -6.174 0.0 0.0 0.1
H -0.343 0.264 -6.100 0.0 0.0 0.0
H 0.753 -1.496 -4.737 0.0 0.0 0.0
H 0.769 -1.249 -2.263 0.0 -0.1 0.0
H -1.265 2.323 -2.452 -0.1 0.1 0.0
H -3.915 5.473 -7.679 0.0 0.0 0.0
H -4.850 7.730 -7.726 0.0 0.0 0.0
Cl 2.749 -1.579 -0.199 0.0 0.0 0.0
Si 2.235 0.371 0.069 -0.1 0.1 -0.1
Cl 3.129 1.096 1.739 0.0 0.0 0.0
Cl 2.849 1.472 -1.531 0.0 -0.1 0.0
C -4.844 0.519 1.080 0.1 0.1 0.0
Si -4.193 2.172 0.483 -0.1 0.0 0.1
C -5.099 3.560 1.357 0.1 -0.1 0.0
C -4.372 2.311 -1.371 0.1 0.0 0.1
As -2.042 2.379 1.487 0.0 -0.2 -0.2
Si -1.023 4.428 0.778 0.1 0.0 0.0
C -2.100 5.459 -0.338 0.0 -0.1 0.1
C 0.610 3.992 -0.026 -0.1 0.0 0.0
C -0.763 5.278 2.424 0.0 -0.1 -0.1
H -5.910 0.430 0.868 -0.1 0.0 0.0
H -4.704 0.423 2.157 0.0 0.0 0.1
H -4.345 -0.317 0.596 0.1 -0.1 -0.1
H -6.174 3.469 1.195 -0.1 0.0 0.0
H -4.793 4.540 0.997 0.0 0.1 0.0
H -4.921 3.523 2.433 0.0 0.0 0.0
H -5.433 2.237 -1.617 -0.1 0.0 0.0
H -3.860 1.500 -1.884 0.0 -0.1 -0.1
H -3.995 3.251 -1.764 0.1 0.1 0.0
H -2.197 5.007 -1.322 0.0 -0.1 -0.2
H -1.652 6.446 -0.458 0.1 0.1 0.0
H -3.094 5.598 0.082 -0.1 0.0 0.0
H 0.465 3.470 -0.972 0.0 0.0 -0.1
H 1.217 3.370 0.633 0.1 0.0 0.1
H 1.186 4.893 -0.235 0.0 0.1 0.0
H -1.704 5.384 2.965 0.0 0.0 0.0
H -0.345 6.275 2.284 0.0 0.1 0.0
H -0.082 4.706 3.054 0.0 0.0 0.0
```
Positions in Å, forces in eV/Å.

The value obtained for the energy above the lowest of the compared OMol25 structures with the same formula, charge and spin is 266.6 kJ/mol. The orbital gap (alpha / beta) comes out at 6.2 / 6.2 eV. Its charge is +1. The value obtained for the electronic energy is -6779.0020 hartree. The calculation puts the HOMO energy (alpha / beta) at -9.840 / -9.951 eV.

=====

Formula: C32H42BrLaN4OP
Source: OMol25
Level of theory: the ωB97M-V functional and the def2-TZVPD basis

```
82
Properties=species:S:1:pos:R:3:forces:R:3
La 0.147 -0.134 0.187 0.3 -1.4 -0.3
Br -2.809 6.946 1.408 -0.1 0.1 0.0
C -2.054 5.344 0.805 0.0 -0.2 0.1
C -1.249 5.329 -0.330 0.1 0.0 -0.1
C -0.680 4.147 -0.785 -0.2 0.3 0.1
C -0.914 2.966 -0.105 0.2 -0.5 0.0
O -0.324 1.819 -0.506 -0.3 1.0 -0.2
C -1.733 2.952 1.041 -0.1 0.1 0.1
C -2.109 1.787 1.810 0.1 0.1 -0.1
N -1.788 0.543 1.632 -0.2 -0.1 0.2
C -2.392 -0.441 2.499 0.1 0.2 -0.2
C -3.523 -0.220 3.241 0.0 -0.1 0.1
C -4.031 -1.201 4.120 0.0 0.1 -0.1
C -3.414 -2.409 4.240 0.0 0.0 0.0
C -2.286 -2.702 3.438 0.0 -0.1 0.0
C -1.636 -3.956 3.478 -0.1 0.0 0.1
C -0.583 -4.216 2.646 0.0 0.1 -0.1
C -0.189 -3.213 1.753 0.1 0.0 0.1
N -0.750 -2.017 1.699 0.0 0.2 0.0
C -1.792 -1.732 2.541 0.0 0.1 0.1
C -2.293 4.166 1.482 0.0 0.1 -0.1
H -1.060 6.254 -0.860 0.0 0.0 0.0
H -0.048 4.149 -1.662 0.0 0.0 0.0
H -2.757 2.035 2.649 0.0 0.0 0.0
H -4.064 0.713 3.170 0.0 0.0 0.0
H -4.916 -0.976 4.697 0.0 0.0 0.0
H -3.787 -3.162 4.922 0.0 0.0 0.0
H -1.988 -4.706 4.176 0.0 0.0 0.0
H -0.066 -5.164 2.654 0.0 0.0 0.0
H 0.639 -3.395 1.071 0.0 0.0 0.0
H -2.924 4.171 2.361 0.0 0.0 0.0
C 3.829 0.381 -1.609 -0.1 0.0 0.0
C 4.094 0.982 -0.220 0.1 0.0 -0.1
C 3.641 2.446 -0.236 0.0 0.1 0.0
C 5.596 0.893 0.065 0.0 0.0 0.0
P 3.050 -0.013 0.952 0.2 0.1 0.0
C 3.829 -1.642 1.061 0.0 -0.1 0.0
C 3.280 -2.668 0.288 0.0 -0.1 -0.1
C 3.822 -3.945 0.287 0.0 0.0 0.0
C 4.930 -4.215 1.078 0.0 0.0 0.0
C 5.489 -3.209 1.854 0.0 0.0 0.0
C 4.947 -1.933 1.844 0.0 0.1 0.0
C 2.903 0.744 2.641 -0.1 0.0 0.2
C 1.742 1.751 2.540 -0.1 0.1 0.2
C 4.134 1.456 3.205 0.1 0.0 0.0
C 2.467 -0.365 3.611 0.0 0.0 0.0
H 4.404 0.934 -2.355 0.0 0.0 0.0
H 2.770 0.472 -1.895 0.0 0.0 0.0
H 4.119 -0.669 -1.672 0.0 0.0 0.0
H 4.175 2.961 -1.037 0.0 0.0 0.0
H 3.872 2.970 0.691 0.0 0.0 0.0
H 2.570 2.557 -0.435 0.0 -0.1 0.0
H 6.132 1.468 -0.693 0.0 0.0 0.0
H 5.957 -0.134 0.014 0.0 0.0 0.0
H 5.863 1.306 1.034 0.0 0.0 0.1
H 2.422 -2.469 -0.356 0.0 0.0 0.0
H 3.389 -4.724 -0.326 0.0 0.0 0.0
H 5.360 -5.208 1.087 0.0 0.0 0.0
H 6.357 -3.419 2.465 0.0 0.0 0.0
H 5.409 -1.164 2.448 0.0 0.0 0.0
H 1.852 2.495 1.751 0.0 0.0 0.0
H 1.650 2.285 3.489 0.0 0.1 0.0
H 0.760 1.257 2.434 0.1 -0.1 0.0
H 4.423 2.327 2.619 0.0 0.0 0.0
H 4.997 0.796 3.281 0.0 0.0 0.0
H 3.903 1.806 4.214 0.0 0.0 0.0
H 1.617 -0.947 3.231 0.0 0.0 0.0
H 2.151 0.096 4.549 0.0 0.0 0.0
H 3.267 -1.069 3.831 0.0 0.0 0.0
N -0.644 -2.583 -5.938 0.0 0.0 0.0
C -0.559 -1.371 -5.030 0.0 -0.1 -0.2
C -0.305 -1.772 -3.576 0.0 0.0 0.0
N -0.270 -0.608 -2.679 0.0 0.1 0.1
H -0.810 -2.298 -6.909 0.0 0.0 0.0
H -1.410 -3.211 -5.678 0.0 0.0 0.0
H 0.220 -3.133 -5.934 0.0 0.0 0.0
H -1.505 -0.845 -5.149 0.0 0.0 0.1
H 0.239 -0.752 -5.435 0.0 0.0 0.1
H 0.642 -2.309 -3.489 0.0 0.0 0.0
H -1.091 -2.447 -3.231 0.0 0.0 0.0
H -1.151 -0.099 -2.729 0.0 0.0 0.0
H 0.436 0.060 -2.987 0.0 0.0 0.0
```
Positions in Å, forces in eV/Å.

The value obtained for the energy above the lowest of the compared OMol25 structures with the same formula, charge and spin is 1.1 kJ/mol. The orbital gap comes out at 7.0 eV. Its charge is +3. The value obtained for the electronic energy is -4485.0527 hartree. The calculation puts the HOMO energy at -14.831 eV.